(1)
Molecular formula: CH5NO3
Method: DFT, ωB97M-V with the def2-TZVPD basis set

Properties
Frontier orbital gap: 10.937 eV
LUMO energy: 0.68 eV
SMILES: NC(O)(O)O
Highest occupied orbital energy: -10.255 eV
Relative energy (zero: lowest compared OMol25 entry of this formula, charge and spin): 18.7 kcal per mole

Atoms and positions in Å:
C -0.093 -0.123 -0.032
N 1.067 0.735 -0.027
O -0.811 0.191 1.115
O -0.928 0.096 -1.122
O 0.371 -1.429 -0.006
H -1.832 0.176 -0.795
H -0.373 -2.023 0.147
H -0.093 0.496 1.736
H 1.833 0.280 -0.506
H 0.859 1.601 -0.509



(2)
Molecular formula: CH5NO3S
Method: DFT, ωB97M-V with the def2-TZVPD basis set

Properties
Frontier orbital gap: 9.013 eV
LUMO energy: 0.12 eV
Highest occupied orbital energy: -8.891 eV
Relative energy (zero: lowest compared OMol25 entry of this formula, charge and spin): 104.5 kcal per mole

Atoms and positions in Å:
C -0.453 0.873 0.896
N 2.753 -0.535 -0.868
O -2.054 -0.270 -0.830
O 0.057 -1.457 -0.339
O 2.791 0.644 -0.466
S -1.067 -0.836 0.373
H -1.233 1.678 0.686
H -0.155 0.646 1.907
H 0.414 0.968 0.149
H 1.734 -0.922 -0.579
H -2.787 -0.789 -0.928



(3)
Molecular formula: CH5NOP2
Method: DFT, ωB97M-V with the def2-TZVPD basis set

Properties
Frontier orbital gap (alpha / beta): 7.795 / 7.796 eV
LUMO energy (alpha / beta): -0.82 / -0.82 eV
SMILES: COP[PH]#N
Highest occupied orbital energy (alpha / beta): -8.619 / -8.620 eV
Relative energy (zero: lowest compared OMol25 entry of this formula, charge and spin): 73.8 kcal per mole

Atoms and positions in Å:
C -0.852 1.237 -0.702
N 2.419 0.050 1.770
O -0.412 -0.069 -1.282
P -0.426 -1.267 -0.200
P 1.397 -0.956 1.340
H -1.907 1.538 -0.951
H -0.342 1.970 -1.328
H -0.531 1.402 0.320
H 0.591 -1.683 2.315
H 0.062 -2.222 -1.281



(4)
Molecular formula: CH5NOS
Method: DFT, ωB97M-V with the def2-TZVPD basis set

Properties
Frontier orbital gap: 10.459 eV
LUMO energy: 0.55 eV
SMILES: C[S@H](=N)=O
Highest occupied orbital energy: -9.905 eV
Relative energy (zero: lowest compared OMol25 entry of this formula, charge and spin): 63.2 kcal per mole

Atoms and positions in Å:
C -0.685 0.518 0.213
N 1.214 -0.889 -1.035
O -0.933 -2.120 -0.293
S 0.070 -1.109 -0.065
H -0.116 1.240 -0.357
H -1.711 0.474 -0.128
H -0.652 0.745 1.270
H 1.391 -1.660 -1.660
H 0.515 -1.361 1.410



(5)
Molecular formula: CH5NOS
Method: DFT, ωB97M-V with the def2-TZVPD basis set

Properties
Frontier orbital gap: 8.333 eV
LUMO energy: 0.44 eV
SMILES: [NH3+][S-].C=O
Highest occupied orbital energy: -7.889 eV
Relative energy (zero: lowest compared OMol25 entry of this formula, charge and spin): 59.1 kcal per mole

Atoms and positions in Å:
C 0.062 0.224 1.832
N -0.033 -0.075 -1.506
O 0.805 -0.376 1.061
S -1.632 0.786 -1.124
H -0.982 0.315 1.513
H 0.462 0.759 2.678
H -0.571 -0.828 -1.825
H 0.768 0.348 -2.063
H 0.313 -0.497 -0.656



(6)
Molecular formula: CH5NOS2
Method: DFT, ωB97M-V with the def2-TZVPD basis set

Properties
Frontier orbital gap: 9.126 eV
LUMO energy: 0.03 eV
SMILES: NC=O.SS
Highest occupied orbital energy: -9.092 eV
Relative energy (zero: lowest compared OMol25 entry of this formula, charge and spin): 9.4 kcal per mole

Atoms and positions in Å:
S -2.073 -2.296 0.616
S -2.124 -1.084 2.338
H -3.269 -2.848 0.827
H -2.701 -1.975 3.145
C 2.119 1.541 -1.641
N 1.209 1.244 -0.673
O 2.075 1.168 -2.786
H 2.915 2.197 -1.260
H 0.382 0.703 -0.861
H 1.468 1.351 0.294



(7)
Molecular formula: CH5NOSi
Method: DFT, ωB97M-V with the def2-TZVPD basis set

Properties
Frontier orbital gap (alpha / beta): 6.706 / 8.410 eV
LUMO energy (alpha / beta): 0.94 / -1.85 eV
Highest occupied orbital energy (alpha / beta): -5.765 / -10.261 eV
Relative energy (zero: lowest compared OMol25 entry of this formula, charge and spin): 19.5 kcal per mole
Multiplicity: 3

Atoms and positions in Å:
C 0.987 0.442 0.105
N 1.538 -0.772 0.444
O 1.806 1.331 -0.536
Si -0.845 0.751 -0.020
H 2.528 -0.898 0.466
H 1.070 -1.451 1.113
H -0.899 0.822 1.400
H -1.258 2.011 -0.640
H -1.413 -0.394 -0.626



(8)
Molecular formula: CH5NP2
Method: DFT, ωB97M-V with the def2-TZVPD basis set

Properties
Frontier orbital gap: 7.763 eV
LUMO energy: -0.49 eV
Highest occupied orbital energy: -8.253 eV
Relative energy (zero: lowest compared OMol25 entry of this formula, charge and spin): 38.2 kcal per mole

Atoms and positions in Å:
C -1.246 -1.388 -0.639
N 0.930 0.587 0.055
P 0.012 0.506 -1.171
P 1.915 1.783 0.637
H -2.228 -1.523 -1.112
H -0.705 -2.304 -0.826
H -1.531 -1.287 0.382
H 0.826 2.507 0.877
H 2.027 1.120 1.799